{"formula": "C5H10O", "method": "the ωB97M-V functional and the def2-TZVPD basis", "species": ["C", "C", "C", "C", "C", "O", "H", "H", "H", "H", "H", "H", "H", "H", "H", "H"], "xyz": [[-1.139074, 1.032467, 1.476476], [-0.656046, 0.052734, 0.429073], [-0.017830, 0.673726, -0.816910], [0.915041, -0.442510, -1.318479], [1.022640, -1.390591, -0.099176], [0.380921, -0.741693, 0.982319], [-1.543302, 0.502035, 2.343486], [-1.922101, 1.677739, 1.064688], [-0.308690, 1.660822, 1.813723], [-1.491358, -0.601758, 0.117843], [-0.759209, 0.981627, -1.560465], [0.553818, 1.561528, -0.522049], [1.891725, -0.051743, -1.617627], [0.491018, -0.967288, -2.181288], [2.053868, -1.596357, 0.202438], [0.528579, -2.350738, -0.314053]], "atomic_forces_ev_per_a": [[-0.0140, 0.0197, 0.0204], [-0.1765, 0.1565, -0.0897], [-0.0405, 0.0755, 0.0149], [0.0558, -0.0304, -0.0402], [0.1841, -0.1732, -0.1992], [-0.0084, 0.0000, 0.0781], [0.0375, 0.0716, -0.1173], [0.0924, -0.0951, 0.0566], [-0.0818, -0.0708, -0.0581], [0.1165, 0.0472, 0.0484], [0.0937, -0.0566, 0.1096], [-0.0679, -0.1325, -0.0235], [-0.1507, -0.0591, 0.0459], [0.0698, 0.0941, 0.1509], [-0.1546, 0.0219, -0.0561], [0.0445, 0.1312, 0.0593]], "molar_mass_g_mol": 86.13, "e_lumo_ev": 1.19, "homo_lumo_gap_ha": 0.4002, "total_energy_ha": -271.74120, "smiles": "C[C@H]1CCCO1"}

{"formula": "C20H18N4S2", "method": "the ωB97M-V functional and the def2-TZVPD basis", "species": ["C", "C", "C", "C", "N", "C", "C", "N", "C", "N", "C", "N", "C", "S", "C", "C", "C", "C", "C", "C", "S", "C", "C", "C", "C", "C", "H", "H", "H", "H", "H", "H", "H", "H", "H", "H", "H", "H", "H", "H", "H", "H", "H", "H"], "xyz": [[2.700788, -1.708449, 5.038275], [3.272016, -1.201275, 3.883887], [2.493524, -0.891670, 2.786493], [1.105557, -1.074459, 2.817189], [0.329855, -0.767418, 1.724045], [0.799540, 0.119167, 0.684925], [-0.384715, 0.809253, 0.018915], [-1.212120, -0.178875, -0.644406], [-2.194615, 0.185858, -1.509555], [-3.346653, -0.489312, -1.453748], [-4.389856, -0.036966, -2.121072], [-4.452705, 1.070768, -2.827327], [-3.282736, 1.668300, -3.007242], [-3.087924, 3.071544, -4.012514], [-1.376976, 2.977940, -3.818592], [-0.953176, 1.963800, -3.012411], [0.440903, 1.588982, -2.907026], [0.966624, 0.327110, -2.850606], [2.376113, 0.317844, -2.831911], [2.910128, 1.564961, -2.877476], [1.702754, 2.786446, -2.952427], [-2.060556, 1.231221, -2.463935], [-1.342607, -1.427317, 0.090105], [-1.021096, -1.253517, 1.571007], [0.539104, -1.581614, 3.992688], [1.330011, -1.896589, 5.079725], [3.313870, -1.952356, 5.892155], [4.340992, -1.051807, 3.831279], [2.971899, -0.521636, 1.893133], [1.447354, 0.883937, 1.124023], [1.375899, -0.421035, -0.081574], [-0.025417, 1.548427, -0.693539], [-0.970351, 1.337585, 0.785927], [-5.299878, -0.615249, -2.038679], [-0.752977, 3.664473, -4.357218], [0.358989, -0.559442, -2.835841], [2.965805, -0.580614, -2.792277], [3.942937, 1.850561, -2.876875], [-0.642827, -2.154421, -0.341178], [-2.360241, -1.798959, -0.036869], [-1.755583, -0.576021, 2.033124], [-1.108350, -2.229432, 2.054426], [-0.528714, -1.714855, 4.068221], [0.865408, -2.284888, 5.974755]], "atomic_forces_ev_per_a": [[0.0994, -0.0410, 0.1377], [0.0127, -0.0068, 0.0759], [0.0079, 0.0992, -0.1211], [0.0793, -0.0372, 0.1022], [-0.1304, 0.0286, -0.0978], [0.1152, 0.1432, -0.1882], [0.2487, 0.3315, 0.1180], [0.0863, -0.1115, 0.0054], [-0.3436, 0.0184, -0.2615], [0.4412, -0.1609, 0.2688], [-0.2226, 0.2143, -0.1004], [-0.5112, 0.1981, -0.3358], [0.3681, -0.0661, 0.1548], [0.1072, -0.2455, 0.1777], [-0.1716, -0.1674, 0.2657], [-0.2254, 0.5318, -0.3324], [0.7426, 0.0353, -0.1573], [-0.2998, 0.3598, -0.0795], [0.2928, 0.0789, 0.0116], [-0.1127, 0.2848, -0.0436], [-0.1795, -0.6312, 0.1524], [-0.5456, 0.0258, 0.0164], [-0.0806, -0.4248, 0.1963], [-0.1516, -0.0171, -0.0634], [-0.1476, -0.0410, -0.0540], [0.0687, -0.0206, 0.0326], [0.0512, -0.0203, 0.0718], [0.0769, 0.0098, -0.0148], [0.0238, 0.0303, -0.1023], [-0.0333, -0.0470, -0.0725], [0.0324, 0.1458, 0.0385], [-0.0016, -0.0835, 0.1907], [0.0588, -0.0035, -0.0472], [-0.0955, -0.0639, -0.0129], [0.1753, 0.0645, -0.1589], [-0.1433, -0.1364, 0.0079], [0.1373, -0.1322, 0.0113], [0.2447, -0.0042, -0.0010], [-0.0826, -0.0475, 0.0902], [0.2218, -0.0156, 0.0964], [-0.0188, -0.1312, 0.0159], [-0.0479, 0.0734, -0.0408], [-0.1034, 0.0063, -0.0152], [-0.0436, -0.0232, 0.0623]], "molar_mass_g_mol": 378.53, "e_lumo_ev": 0.28, "homo_lumo_gap_ha": 0.2914, "total_energy_ha": -1788.33700, "smiles": "c1ccc(N2CCN(c3ncnc4scc(-c5cccs5)c34)CC2)cc1"}

{"formula": "C20H19N5O2S", "method": "the ωB97M-V functional and the def2-TZVPD basis", "species": ["C", "C", "C", "N", "C", "O", "C", "S", "C", "N", "C", "C", "C", "C", "C", "C", "N", "C", "O", "N", "C", "C", "C", "C", "C", "C", "N", "C", "H", "H", "H", "H", "H", "H", "H", "H", "H", "H", "H", "H", "H", "H", "H", "H", "H", "H", "H"], "xyz": [[-0.087069, -2.914821, -0.285271], [-0.857288, -1.655280, -0.418970], [-0.551243, -0.473188, -1.020728], [0.518477, -0.000432, -1.774152], [1.545297, -0.656028, -2.349410], [1.647133, -1.857236, -2.466863], [2.595082, 0.263250, -2.970871], [2.896962, 1.796749, -2.047116], [3.088184, 1.107283, -0.463382], [2.982420, -0.160294, -0.197919], [3.164330, -0.262183, 1.158174], [3.151123, -1.381082, 1.980492], [3.362665, -1.182282, 3.329721], [3.584165, 0.089453, 3.859340], [3.602250, 1.215541, 3.057983], [3.388734, 1.024036, 1.704954], [3.334777, 1.884750, 0.632679], [-1.617694, 0.474144, -0.745528], [-1.705288, 1.640566, -1.093087], [-2.535760, -0.233131, 0.009672], [-3.874573, 0.132620, 0.202352], [-4.175477, 1.443297, 0.558982], [-5.494470, 1.817110, 0.735880], [-6.514478, 0.893613, 0.576355], [-6.212616, -0.408483, 0.214424], [-4.899137, -0.792402, 0.017767], [-2.116439, -1.556369, 0.149288], [-2.405171, -2.209721, 1.407470], [0.361780, -2.976762, 0.706548], [-0.734201, -3.777780, -0.428662], [0.709013, -2.927640, -1.025111], [0.468509, 1.010072, -1.874404], [3.530575, -0.290168, -3.046764], [2.276857, 0.576642, -3.966726], [2.987840, -2.361395, 1.563159], [3.361230, -2.031131, 3.997608], [3.747503, 0.195348, 4.921390], [3.775794, 2.198803, 3.468426], [3.446351, 2.884108, 0.640056], [-3.376835, 2.157469, 0.671081], [-5.726196, 2.836275, 1.006209], [-7.542132, 1.189076, 0.724167], [-7.004233, -1.129180, 0.071882], [-4.666101, -1.798025, -0.299188], [-3.403148, -1.927127, 1.735840], [-2.373532, -3.287539, 1.261672], [-1.685011, -1.931451, 2.184240]], "atomic_forces_ev_per_a": [[0.0610, -0.0492, 0.0565], [0.0846, 0.4576, -0.4096], [-0.1541, -0.4679, 0.2585], [-0.5070, 0.4386, -0.0151], [0.0169, 0.1194, -0.3384], [-0.0254, -0.1530, -0.1103], [0.2894, 0.0646, 0.2922], [-0.0183, 0.2616, -0.3818], [0.0361, -0.2605, -0.0650], [0.1392, 0.0697, -0.4140], [0.1505, 0.6029, 0.5333], [0.0121, 0.1329, -0.0307], [-0.0155, -0.1881, 0.0778], [0.0222, 0.0977, 0.0838], [0.0204, 0.1283, 0.0200], [-0.0598, -0.6892, 0.2038], [-0.0128, 0.1327, -0.2019], [0.2521, -0.2058, 0.1658], [-0.0133, 0.1744, -0.1890], [0.4482, 0.0071, 0.2319], [-0.4676, 0.0142, -0.0305], [0.1365, -0.0368, -0.0120], [-0.0394, -0.0396, -0.0006], [-0.1032, 0.0157, -0.0096], [-0.0580, 0.0224, 0.0382], [0.1465, 0.0159, -0.0505], [-0.3511, -0.2057, -0.5361], [0.1343, 0.0881, 0.3623], [0.0122, -0.0569, 0.1091], [-0.0438, -0.0828, 0.0141], [-0.0625, -0.0361, 0.0703], [0.1598, -0.1503, 0.0111], [-0.1897, -0.0626, -0.0123], [0.0176, 0.0040, 0.0341], [-0.0179, -0.1373, -0.0482], [0.0009, -0.0667, 0.0504], [0.0111, 0.0163, 0.0794], [0.0170, 0.0805, 0.0852], [-0.0166, -0.0643, 0.0163], [0.0756, 0.0440, 0.0267], [-0.0053, 0.0872, 0.0239], [-0.0873, 0.0277, 0.0135], [-0.0576, -0.0564, -0.0106], [0.0528, -0.0691, -0.0117], [0.0510, -0.0771, -0.0246], [-0.0169, 0.0314, 0.0016], [-0.0248, 0.0204, 0.0426]], "molar_mass_g_mol": 393.47, "e_lumo_ev": 0.52, "homo_lumo_gap_ha": 0.3061, "total_energy_ha": -1596.01769, "smiles": "Cc1c(NC(=O)CSc2nc3ccccc3[nH]2)c(=O)n(-c2ccccc2)n1C"}

{"formula": "C2H6N4O", "method": "the ωB97M-V functional and the def2-TZVPD basis", "species": ["C", "N", "N", "N", "C", "N", "O", "H", "H", "H", "H", "H", "H"], "xyz": [[-0.190845, 0.292592, -0.688583], [-0.078693, 1.028178, 1.524899], [1.304614, -0.388340, 1.043535], [-0.202683, 1.380652, 0.288283], [0.995553, -0.672167, -0.198114], [-1.423767, -0.445396, -0.612598], [1.308676, -1.568530, -0.983562], [-0.730174, 0.248251, 1.680728], [1.897356, -1.047670, 1.532111], [0.341960, 2.204803, 0.047881], [0.035056, 0.706150, -1.672899], [-1.256328, -1.442416, -0.525628], [-2.000724, -0.296106, -1.436055]], "atomic_forces_ev_per_a": [[0.1432, -0.2576, 0.3453], [0.2924, -0.7297, -0.7749], [-0.0742, 0.3935, -0.0578], [0.2300, 0.4318, 0.1843], [-1.1283, 0.2054, 0.0180], [-0.0711, -0.2102, -0.2905], [0.2786, 0.2128, 0.1845], [0.3052, -0.0074, -0.1331], [-0.1582, 0.1041, 0.1672], [0.1019, -0.2346, 0.1152], [-0.0633, -0.0059, 0.0697], [0.0702, 0.1329, -0.1314], [0.0736, -0.0351, 0.3036]], "molar_mass_g_mol": 102.10, "e_lumo_ev": -0.16, "homo_lumo_gap_ha": 0.3232, "total_energy_ha": -373.97750}